{
  "formula": "C3H9NO3",
  "method": "ωB97M-V/def2-TZVPD",
  "species": ["O", "C", "C", "N", "C", "O", "H", "H", "H", "H", "H", "H", "H", "H", "H", "O"],
  "xyz": [[-0.15, -2.50, -0.88], [-0.05, -1.33, -1.33], [0.79, -0.19, -0.88], [1.25, -0.46, 0.51], [0.86, 0.46, 1.51], [1.48, 1.74, 1.37], [-0.33, -1.29, -2.42], [1.75, 0.33, -1.35], [0.19, 0.74, -0.96], [2.26, -0.52, 0.54], [1.03, -0.08, 2.46], [-0.23, 0.61, 1.48], [1.35, 2.37, 2.09], [-4.00, -0.43, -0.52], [-2.62, 0.18, -0.77], [-3.57, 0.37, -0.84]],
  "max_force_ha_per_bohr": 0.0473,
  "homo_energy_ev": [0.196, -3.326],
  "e_above_lowest_kcal_mol": 33.7,
  "spin_multiplicity": 2,
  "total_charge": -1
}